Entry 1:
{"formula": "CH3NO4", "method": "the ωB97M-V functional and the def2-TZVPD basis", "lumo_ha": [-0.0615, -0.0425], "de_lowest_kcal_mol": 215.21, "e_tot_ha": -395.2089, "charge": 0, "homo_energy_ev": [-9.26, -9.83], "symbols": ["H", "O", "H", "N", "C", "O", "O", "H", "O"], "xyz": [[0.9098, 0.1837, 0.9798], [-1.5014, 1.1316, -0.7798], [1.3717, 0.8540, -0.7280], [0.0857, -0.6274, -0.6399], [1.1855, 0.0322, -0.0144], [-0.7020, -1.3128, -0.1129], [-1.3843, 0.8373, 0.4796], [1.8512, -0.8140, -0.1549], [-1.8162, -0.2846, 0.9706]], "forces_ev_per_angstrom": [[0.409, 0.889, 1.860], [-0.378, -1.447, 0.458], [0.456, -0.146, 1.064], [-0.603, -0.621, -3.661], [-0.503, -0.306, -1.363], [0.406, -1.915, 0.303], [0.170, 2.128, 1.476], [1.034, 0.344, 0.311], [-0.992, 1.074, -0.448]], "lowdin_charge": [0.073, 0.003, 0.118, -0.103, -0.027, 0.043, -0.216, 0.111, -0.003]}

Entry 2:
{"formula": "C7H14", "method": "the ωB97M-V functional and the def2-TZVPD basis", "lumo_ha": 0.0056, "de_lowest_kcal_mol": 167.76, "e_tot_ha": -274.8489, "charge": 0, "homo_energy_ev": -10.37, "symbols": ["H", "H", "H", "H", "C", "C", "C", "C", "H", "H", "H", "H", "H", "H", "H", "C", "C", "H", "H", "C", "H"], "xyz": [[1.9107, -0.4077, -1.0259], [2.1275, -1.3466, 1.1257], [0.3373, -0.1366, -1.0009], [2.3609, 1.1390, 0.9037], [1.1376, -0.0225, -0.2877], [1.1770, -2.5224, -0.2481], [1.2232, -1.2835, 0.5837], [1.3222, 2.6565, -0.1594], [2.1773, 2.9210, -0.8245], [0.4519, -2.5333, -0.9837], [0.6480, 2.5258, -0.9280], [2.1350, -2.8426, -0.6436], [1.0932, -3.4292, 0.3322], [0.3226, -1.1652, 1.0967], [-6.3422, 1.7282, -0.5681], [1.3503, 1.2737, 0.5159], [-5.5808, 0.5946, 0.0959], [-4.4550, -1.6530, 0.0770], [1.2274, 3.6859, 0.4050], [-5.1842, -0.5887, 0.1566], [0.5604, 1.4066, 1.3777]], "forces_ev_per_angstrom": [[0.363, 2.038, 0.435], [0.654, 0.520, 1.236], [-1.294, 0.557, 0.416], [-0.217, 0.025, 0.806], [2.170, -1.307, -1.545], [1.719, -1.461, 1.186], [-0.927, 0.669, -1.616], [1.963, 1.674, -0.231], [0.303, -0.758, 0.754], [-1.503, 0.020, -1.631], [-2.491, 0.586, -1.396], [0.501, 0.921, -0.863], [-0.987, -0.207, 0.792], [-1.121, -0.612, 2.133], [2.879, -4.165, 2.792], [-0.266, 0.843, 1.375], [-1.778, 0.216, -2.669], [-2.880, 3.964, 0.584], [-0.445, -2.555, -0.478], [1.784, -0.016, -0.707], [1.574, -0.952, -1.372]], "lowdin_charge": [0.123, 0.102, 0.100, 0.095, -0.241, -0.127, -0.283, -0.142, 0.068, 0.050, 0.020, 0.077, 0.070, 0.087, 0.200, -0.253, -0.161, 0.117, 0.110, -0.156, 0.143]}

Entry 3:
{"formula": "C13H26Cl12O2S2", "method": "the ωB97M-V functional and the def2-TZVPD basis", "spin_multiplicity": 2, "lumo_ha": [0.0469, 0.0468], "e_tot_ha": -6979.8995, "charge": -1, "homo_energy_ev": [-0.56, -5.75], "symbols": ["Cl", "H", "Cl", "H", "S", "H", "C", "H", "H", "H", "Cl", "H", "H", "H", "H", "C", "H", "H", "C", "Cl", "Cl", "C", "C", "H", "H", "H", "H", "H", "H", "S", "O", "H", "C", "Cl", "C", "C", "H", "Cl", "H", "O", "H", "Cl", "Cl", "Cl", "H", "C", "H", "C", "H", "Cl", "C", "C", "Cl", "C", "H"], "xyz": [[1.9762, -3.6759, -5.3023], [-0.9014, -0.5945, -6.3203], [-0.3543, -4.7468, -3.8736], [0.9392, -6.5056, -9.2569], [-0.7366, -1.9302, -17.6342], [-1.4175, -1.9909, -15.3888], [-2.5548, -2.2032, -17.9964], [2.1377, -4.0858, -11.5079], [1.1009, -0.4066, -8.3895], [-3.0084, -1.3814, -17.4423], [1.7474, -6.5254, -5.1453], [3.7362, -7.4215, -8.8979], [0.2600, 0.2762, -9.7854], [-2.2683, -1.6810, -6.3699], [1.1066, -1.5524, -11.1926], [-2.2742, 0.5713, -13.1331], [-2.8727, -3.1739, -17.6161], [-2.8808, -2.0605, -19.0267], [1.2303, -3.7408, -11.0123], [-0.5492, 1.0817, -12.9055], [4.4216, -2.0918, -6.5862], [0.8301, -4.9511, -5.1929], [1.4749, -3.6762, -9.4650], [-1.1102, -3.6026, -15.7989], [2.5179, -7.4105, -7.6647], [0.5229, -4.5524, -11.1828], [2.0946, -2.8278, -9.1746], [2.2273, -6.4984, -10.5398], [-0.3795, 0.5230, -8.1673], [-0.9861, -1.6607, -8.5534], [-0.4512, -0.4797, -17.5360], [2.7020, -4.6941, -8.0340], [-0.7067, -2.6008, -15.9465], [5.1247, -4.8358, -7.0307], [1.9920, -6.3424, -9.4870], [-1.2377, -1.5582, -6.7028], [1.2610, -2.4357, -12.7566], [-2.4913, -0.8168, -12.1108], [0.6155, -3.7395, -8.7975], [-2.4036, -1.4022, -9.1677], [2.1927, -8.3855, -9.0859], [6.6270, -2.7915, -8.3878], [-0.1846, -5.0777, -6.6446], [6.7345, -3.1620, -5.4949], [3.3588, -4.7428, -9.6814], [0.1190, -0.1987, -8.8144], [-0.2508, -2.5677, -11.7826], [5.6836, -3.1664, -6.9007], [-0.5605, -2.2884, -6.2596], [-2.6179, 0.1915, -14.9331], [2.6577, -7.4607, -8.7445], [2.4631, -4.8933, -9.0787], [-3.2772, 2.0781, -12.6771], [0.8319, -2.4450, -11.7547], [0.3168, -2.5453, -15.5758]], "forces_ev_per_angstrom": [[0.111, 0.500, 0.161], [-0.030, 0.223, -0.163], [0.851, -0.117, 0.205], [-0.358, 0.478, -0.575], [0.011, -1.104, -0.935], [0.460, 0.458, 0.313], [0.386, 0.817, 0.862], [0.415, -0.216, 0.418], [-0.019, -0.314, 0.091], [-0.269, -0.151, 0.361], [-0.453, 0.693, 0.660], [0.128, -0.464, -0.185], [-0.596, -0.799, -0.370], [0.023, -0.337, -0.655], [-0.020, 0.016, -0.218], [0.530, 0.738, 0.029], [0.070, 0.075, 0.013], [0.729, -0.174, -0.169], [0.631, 0.282, 0.697], [1.560, 0.305, 0.048], [-1.248, 1.279, -0.389], [-0.842, -1.482, -0.543], [1.887, -2.155, -0.753], [0.275, -0.296, -0.698], [-0.192, 0.136, 0.020], [-0.270, 0.138, -0.160], [-0.311, 0.516, -0.156], [-0.528, 0.223, -0.130], [0.239, 0.435, -0.105], [-3.277, 0.138, -1.286], [-0.321, -0.125, 0.009], [-0.021, -0.814, 0.083], [-0.990, 0.260, 0.229], [-0.251, -0.240, -0.229], [-0.096, 1.288, 1.101], [1.139, 0.757, -0.208], [-0.198, 0.199, 0.069], [-0.717, -1.256, 0.898], [-0.048, 0.146, -0.625], [3.067, -0.235, 1.513], [0.506, -0.293, 0.005], [-0.479, 0.183, 0.536], [0.146, 0.188, -0.276], [0.850, 0.296, 0.426], [0.350, 0.253, 0.268], [-0.675, 0.551, 1.422], [-0.077, 1.061, -0.501], [1.468, -1.431, -0.290], [-0.254, -0.193, 0.003], [-0.434, -0.598, -1.774], [0.572, -0.132, 0.511], [-1.370, 0.428, -1.172], [-1.076, 0.940, 0.739], [-0.816, -1.286, 0.931], [-0.168, 0.214, -0.054]], "lowdin_charge": [0.557, 0.036, 0.527, 0.094, 0.764, -0.021, -0.251, 0.091, 0.040, 0.011, 0.505, 0.069, 0.042, 0.058, 0.051, -1.942, 0.039, 0.036, -0.248, 0.291, 0.574, -1.987, -0.219, 0.048, 0.019, 0.101, 0.087, 0.105, 0.034, 0.837, -0.568, 0.010, -0.285, 0.544, -0.270, -0.237, 0.067, 0.460, 0.000, -0.614, 0.073, 0.518, 0.572, 0.519, 0.090, -0.233, 0.037, -2.081, -0.027, 0.295, -0.142, -0.234, 0.212, -0.101, 0.044]}

Entry 4:
{"formula": "C4H13NO", "method": "the ωB97M-V functional and the def2-TZVPD basis", "spin_multiplicity": 2, "lumo_ha": [-0.1205, -0.3205], "de_lowest_kcal_mol": 61.74, "e_tot_ha": -289.7837, "charge": 1, "homo_energy_ev": [-13.27, -13.27], "symbols": ["H", "H", "C", "H", "C", "H", "H", "H", "O", "H", "H", "H", "N", "H", "H", "H", "C", "H", "C"], "xyz": [[1.1975, -2.8743, 1.2465], [1.3387, 0.9603, 0.6863], [1.4003, -1.8285, 1.4261], [2.0546, -1.6274, 2.3176], [0.0097, -0.1323, -0.6232], [2.9837, -0.7755, 0.9693], [-0.7055, -1.0384, -2.3025], [-4.7087, 3.6229, 0.3119], [-5.4552, 4.2620, 0.6323], [0.4187, -1.2762, 1.5889], [2.0886, 0.6177, -1.0000], [-0.2899, 0.8915, -1.0551], [2.2579, -1.0550, 0.4622], [-0.5451, -0.5922, 0.1702], [0.9300, -0.8776, -2.5052], [0.3384, -2.2533, -1.5314], [1.5076, 0.1346, -0.0450], [-4.9676, 5.0096, 0.9840], [0.1462, -1.1679, -1.7328]], "forces_ev_per_angstrom": [[0.396, -0.265, -0.229], [1.047, -0.686, 0.278], [0.386, 1.614, 1.076], [-0.997, -1.123, -0.166], [3.572, 0.062, -0.278], [5.202, 1.125, 1.518], [-2.111, -0.531, -1.205], [-2.163, 1.824, 0.891], [2.103, -2.018, -0.975], [1.313, -0.848, -0.482], [-0.862, -1.114, 2.544], [-0.031, -1.744, 1.054], [-7.658, 1.146, -0.765], [-1.074, 0.678, 0.279], [-0.526, -0.169, 1.139], [-0.401, 1.083, 0.442], [-0.418, 0.659, -3.993], [0.051, 0.206, 0.084], [2.169, 0.101, -1.213]], "lowdin_charge": [0.113, 0.156, 0.025, 0.132, -0.207, 0.083, 0.045, 0.082, -0.100, 0.118, 0.190, 0.154, 0.179, 0.073, 0.104, 0.099, -0.149, 0.017, -0.118]}